{"formula": "C11H5ClF3N5", "method": "wB97M-V/def2-TZVPD", "symbols": ["F", "C", "F", "F", "C", "C", "C", "N", "C", "C", "C", "C", "Cl", "N", "C", "N", "C", "N", "C", "N", "H", "H", "H", "H", "H"], "xyz": [[0.453, 0.233, 5.845], [1.612, 0.013, 5.028], [1.905, -1.282, 5.271], [2.681, 0.792, 5.411], [1.349, 0.404, 3.614], [0.479, -0.504, 2.864], [0.276, -0.349, 1.517], [0.718, 0.837, 1.009], [0.743, 1.257, -0.279], [0.017, 0.805, -1.477], [0.170, 1.318, -2.745], [-0.393, 0.628, -3.783], [-0.218, 1.052, -5.401], [-1.067, -0.593, -3.653], [-1.185, -0.998, -2.375], [-0.555, -0.358, -1.334], [1.326, 2.527, -0.277], [1.808, 2.820, 0.997], [1.403, 1.805, 1.757], [1.747, 1.558, 3.073], [-0.015, -1.241, 3.381], [-0.311, -1.148, 0.861], [0.694, 2.224, -2.879], [-1.807, -1.812, -2.074], [1.400, 3.241, -1.121]], "forces_ev_per_angstrom": [[2.4, 0.1, -1.5], [0.3, 1.3, 2.2], [0.0, 1.0, -0.7], [-1.6, -1.2, 0.6], [-2.2, 0.5, -3.5], [1.6, 1.8, -0.9], [-1.3, -1.5, 0.8], [0.2, -0.9, -0.9], [-0.5, 3.2, -2.5], [1.3, -2.2, 1.2], [-0.5, 0.7, -0.6], [-0.9, -3.1, 0.6], [0.3, 0.7, -0.8], [0.2, 1.3, 1.8], [1.9, 3.0, -0.3], [-2.5, -2.3, -0.1], [0.7, -0.4, 1.9], [-1.0, -0.4, -0.8], [1.0, -0.4, 1.0], [-0.3, -1.3, 0.2], [-0.7, -2.0, 1.0], [1.5, 2.4, 1.3], [0.4, 0.8, -0.5], [-0.1, -0.7, -0.4], [0.1, -0.7, 0.9]], "de_lowest_ev": 0.9215, "fmax_ev_per_a": 4.17, "gap_ha": 0.3071, "multiplicity": 1, "energy_ha": -1455.730715, "smiles": "FC(F)(F)c1ccn2c(-c3cc(Cl)ncn3)cnc2n1", "e_lumo_ev": -0.78}

***

{"formula": "C11H5F3N3O3S2", "method": "wB97M-V/def2-TZVPD", "symbols": ["N", "C", "C", "C", "N", "O", "S", "O", "C", "C", "C", "C", "C", "C", "C", "O", "N", "S", "C", "F", "F", "F", "H", "H", "H", "H", "H"], "xyz": [[-0.615, -0.761, 2.957], [0.089, 0.178, 2.967], [0.714, 1.451, 3.204], [-0.338, 2.472, 2.939], [-0.857, 3.474, 2.621], [1.691, 1.943, 2.204], [1.891, 1.079, 0.754], [2.321, 1.963, -0.328], [0.952, -0.313, 0.152], [-0.257, -0.299, -0.540], [-0.795, -1.527, -0.969], [-0.138, -2.736, -0.728], [1.114, -2.712, -0.119], [1.633, -1.493, 0.332], [2.861, -1.338, 1.133], [3.652, -2.158, 1.581], [3.040, 0.069, 1.318], [3.890, 0.832, 2.777], [5.626, 0.478, 2.187], [5.757, 0.241, 0.854], [6.051, -0.626, 2.831], [6.432, 1.541, 2.500], [1.044, 1.465, 4.247], [-0.753, 0.658, -0.681], [-1.785, -1.507, -1.444], [-0.625, -3.687, -0.977], [1.672, -3.599, 0.134]], "forces_ev_per_angstrom": [[1.4, 1.6, 0.3], [-1.6, -3.3, -0.9], [0.1, 2.3, -1.9], [-0.6, 3.0, -0.2], [0.6, -2.6, 0.9], [0.2, 3.0, 5.7], [-5.3, -4.7, -3.6], [0.5, 0.7, 0.9], [2.4, 1.8, -1.9], [-0.7, -0.8, -0.4], [-0.3, 1.9, 0.5], [0.6, -0.7, 0.1], [-0.7, 0.2, 0.8], [0.9, -1.9, 1.0], [0.5, -0.6, -0.8], [-0.8, 0.6, 0.0], [1.6, 0.9, 2.0], [0.7, -1.3, -2.7], [-0.5, -0.4, -0.3], [-0.2, 0.5, 1.4], [0.7, 0.7, -0.2], [-0.5, -1.1, -0.1], [0.4, 0.3, -0.3], [-0.1, -0.2, -0.2], [0.5, -0.1, 0.1], [0.3, 0.4, 0.0], [0.0, -0.3, -0.1]], "de_lowest_ev": 3.5034, "fmax_ev_per_a": 7.97, "gap_ha": 0.1675, "multiplicity": 1, "total_charge": -1, "energy_ha": -1907.975556, "smiles": "N#CC(C#N)O[S@]1(=O)=c2ccccc2=C([O-])N1SC(F)(F)F", "e_lumo_ev": 2.58}

***

{"formula": "C11H5IrN2O5", "method": "wB97M-V/def2-TZVPD", "symbols": ["O", "C", "Ir", "O", "C", "C", "O", "C", "O", "C", "O", "H", "N", "C", "C", "C", "C", "C", "N", "C", "H", "H", "H", "H"], "xyz": [[2.137, 2.835, -0.115], [1.444, 1.992, -0.484], [-0.399, -0.186, -0.241], [1.072, -0.150, 2.528], [0.548, -0.108, 1.499], [-1.221, -1.858, 0.230], [-1.707, -2.909, 0.401], [-1.134, -0.515, -2.069], [-1.589, -0.843, -3.103], [-1.755, 1.032, 0.506], [-2.463, 1.811, 0.974], [0.342, 1.818, -0.688], [3.545, -5.248, 0.579], [3.298, -4.265, 0.001], [2.988, -3.050, -0.697], [3.728, -2.653, -1.802], [3.361, -1.471, -2.421], [2.271, -0.739, -1.947], [1.547, -1.189, -0.922], [1.917, -2.279, -0.247], [4.555, -3.283, -2.131], [3.868, -1.083, -3.291], [1.943, 0.213, -2.401], [1.324, -2.550, 0.624]], "forces_ev_per_angstrom": [[0.0, 1.1, 0.5], [0.4, -1.5, -0.8], [-2.8, -0.2, 0.8], [-2.1, 0.2, -2.7], [3.3, 0.0, 3.4], [-2.8, -5.6, 1.0], [2.1, 4.4, -0.6], [-0.9, -1.1, -5.8], [1.6, 1.5, 5.0], [-3.0, 3.3, 1.6], [2.2, -2.7, -1.6], [0.1, 1.6, 0.0], [-0.1, 0.2, -0.1], [-0.3, 0.9, -0.6], [1.4, -2.6, 1.1], [0.5, 0.7, -1.2], [1.1, -0.8, -0.5], [-0.6, 0.1, 0.0], [0.7, -1.2, 1.0], [-1.6, 1.9, -0.5], [-0.1, 0.3, -0.1], [0.3, -0.1, -0.1], [0.2, -0.6, 0.2], [0.2, -0.1, -0.1]], "fmax_ev_per_a": 6.34, "gap_ha": [0.1831, 0.2158], "multiplicity": 5, "total_charge": 2, "energy_ha": -1011.326652, "e_lumo_ev": [-9.10, -13.24]}

***

{"formula": "C11H61BN5O29P", "method": "wB97M-V/def2-TZVPD", "symbols": ["C", "C", "B", "O", "C", "C", "N", "O", "N", "O", "C", "C", "N", "C", "C", "C", "C", "N", "C", "P", "N", "O", "O", "H", "H", "H", "H", "H", "H", "H", "H", "H", "H", "H", "H", "H", "O", "H", "H", "O", "H", "H", "O", "H", "H", "O", "H", "H", "O", "H", "H", "O", "H", "H", "O", "H", "H", "O", "H", "H", "O", "H", "H", "O", "H", "H", "O", "H", "H", "O", "H", "H", "O", "H", "H", "O", "H", "H", "O", "H", "H", "O", "H", "H", "O", "H", "H", "O", "H", "H", "O", "H", "H", "O", "H", "H", "O", "H", "H", "O", "H", "H", "O", "H", "H", "O", "H", "H"], "xyz": [[3.019, 0.769, 1.010], [2.002, 1.671, 0.272], [1.635, 1.115, -1.120], [2.619, 0.885, -2.057], [0.123, 0.733, -1.660], [0.316, -0.213, -2.777], [0.528, -1.019, -3.565], [-0.526, 1.906, -2.208], [0.345, 2.567, -3.149], [-0.281, 3.137, -3.932], [-0.919, 0.118, -0.677], [-2.101, -0.155, -1.516], [-3.011, -0.340, -2.188], [-0.501, -1.211, -0.049], [-1.375, -1.887, 0.796], [-0.972, -3.089, 1.327], [0.277, -3.601, 1.011], [1.120, -2.970, 0.202], [0.717, -1.810, -0.309], [-1.538, 1.277, 0.706], [-0.953, 0.876, 2.090], [-3.128, 1.294, 0.629], [-1.127, 2.729, 0.268], [3.901, 0.623, 0.388], [2.571, -0.189, 1.268], [3.334, 1.286, 1.912], [1.176, 1.919, 0.928], [2.528, 2.615, 0.083], [3.151, 0.095, -1.894], [-2.360, -1.503, 1.025], [-1.622, -3.640, 1.990], [0.560, -4.559, 1.423], [1.422, -1.337, -0.977], [-1.719, 0.669, 2.725], [-3.534, 0.499, 1.015], [-1.331, 3.339, 1.004], [5.039, 0.633, -3.311], [5.644, 0.589, -4.061], [4.201, 0.926, -3.690], [1.923, -5.512, -1.390], [2.627, -5.997, -0.941], [1.886, -4.660, -0.931], [2.911, -8.435, -1.336], [2.847, -9.293, -1.770], [2.143, -7.950, -1.664], [-5.088, -1.264, 0.374], [-4.405, -1.278, -0.307], [-5.883, -0.950, -0.085], [1.304, -11.006, -0.356], [2.007, -11.489, 0.090], [1.282, -10.152, 0.088], [0.329, 5.679, 0.678], [0.213, 4.792, 0.320], [-0.392, 6.184, 0.289], [-1.368, -3.581, -3.507], [-0.791, -2.809, -3.515], [-0.887, -4.242, -4.014], [2.533, 0.839, -5.230], [1.991, 0.324, -4.621], [2.190, 0.618, -6.105], [-2.632, 4.947, 1.109], [-2.908, 5.162, 2.008], [-3.435, 5.021, 0.584], [-0.278, -6.126, 3.072], [-0.833, -6.084, 3.857], [0.353, -6.827, 3.259], [-7.694, -0.198, -0.040], [-7.809, 0.750, -0.157], [-8.218, -0.421, 0.735], [-0.175, -0.775, 4.749], [-0.322, 0.048, 4.266], [0.567, -1.181, 4.290], [1.654, 3.722, 2.511], [1.501, 4.666, 2.371], [1.148, 3.505, 3.300], [7.810, -0.105, -4.680], [8.408, 0.639, -4.796], [8.245, -0.844, -5.115], [-1.690, 0.703, 7.142], [-1.240, 0.265, 6.410], [-2.101, -0.021, 7.632], [3.596, -4.307, -3.798], [3.392, -3.368, -3.848], [3.123, -4.627, -3.018], [-1.089, -0.636, 9.795], [-1.551, -0.168, 10.497], [-0.407, -0.019, 9.507], [1.703, 1.866, -8.487], [1.208, 2.134, -7.702], [2.315, 2.595, -8.625], [-4.364, 2.061, 5.706], [-3.759, 1.518, 6.223], [-4.274, 2.942, 6.097], [0.530, 4.505, -8.443], [0.280, 3.791, -9.041], [-0.248, 4.635, -7.893], [0.558, 6.396, -2.197], [1.214, 5.707, -2.047], [-0.037, 6.036, -2.862], [-1.733, 2.560, 9.424], [-2.403, 2.329, 10.074], [-1.985, 2.082, 8.622], [-1.131, 2.236, -7.049], [-1.384, 2.182, -6.121], [-1.962, 2.378, -7.514], [-3.062, 4.462, 6.756], [-2.433, 3.960, 7.290], [-3.055, 5.341, 7.149]], "forces_ev_per_angstrom": [[-0.2, 0.4, -0.2], [0.0, 0.0, 0.1], [0.4, -0.2, 0.0], [-0.7, -0.6, 0.2], [0.2, 0.5, -0.1], [-0.1, -0.3, 0.2], [-0.1, 0.0, -0.2], [-0.2, -0.1, -0.3], [0.2, -0.3, 0.3], [-0.1, 0.3, 0.0], [-0.3, 0.3, -0.3], [-0.1, 0.1, 0.1], [-0.2, -0.1, 0.0], [0.1, 0.1, 0.0], [0.1, 0.0, -0.2], [-0.2, -0.1, 0.3], [-0.2, 0.1, 0.0], [0.0, -0.3, 0.0], [0.2, 0.3, 0.0], [0.5, 0.0, 1.4], [-0.4, -0.1, -0.1], [0.1, -0.2, -0.3], [0.0, 0.0, -0.5], [0.1, -0.2, 0.0], [0.1, -0.1, 0.1], [0.0, -0.1, 0.1], [0.0, -0.1, 0.1], [-0.1, 0.1, -0.1], [0.6, 0.4, -0.1], [-0.1, 0.0, 0.0], [0.0, -0.1, 0.0], [0.2, 0.0, 0.0], [0.1, 0.0, 0.0], [0.1, -0.1, 0.2], [-0.4, 0.1, -0.2], [-0.1, 0.2, -0.2], [-0.1, 0.0, 0.0], [0.1, -0.2, 0.1], [0.1, 0.1, -0.2], [0.3, 0.0, 0.0], [0.0, 0.0, 0.0], [-0.2, 0.1, 0.1], [-0.2, 0.1, 0.0], [0.0, 0.0, 0.1], [0.0, 0.0, -0.1], [0.5, 0.2, 0.0], [-0.1, -0.2, -0.2], [-0.1, 0.1, 0.2], [0.0, 0.0, 0.0], [0.0, 0.0, 0.0], [0.1, 0.0, -0.1], [0.1, -0.2, 0.2], [0.0, 0.0, 0.0], [0.1, 0.0, -0.1], [0.0, 0.0, 0.1], [0.0, 0.0, -0.1], [0.0, 0.0, 0.0], [-0.1, 0.1, 0.0], [0.0, -0.1, 0.0], [0.2, 0.0, -0.1], [0.0, 0.1, 0.2], [0.0, 0.0, 0.0], [0.0, -0.1, 0.0], [0.0, 0.0, 0.1], [0.0, 0.0, 0.0], [0.0, 0.0, 0.0], [-0.1, 0.1, -0.1], [0.0, 0.0, 0.0], [0.0, 0.0, 0.0], [-0.2, 0.3, 0.2], [0.1, -0.1, -0.3], [0.0, 0.0, 0.0], [0.0, 0.1, 0.1], [-0.1, 0.0, -0.1], [0.0, 0.0, 0.0], [0.0, 0.1, 0.0], [0.0, 0.0, 0.0], [-0.1, 0.0, 0.0], [-0.5, 0.0, 0.0], [0.2, -0.1, -0.1], [0.2, -0.1, 0.1], [0.0, 0.0, 0.0], [0.0, 0.0, 0.0], [-0.1, -0.1, 0.0], [-0.1, -0.1, -0.1], [0.1, 0.0, 0.0], [-0.1, 0.1, 0.0], [0.1, -0.2, 0.1], [-0.2, 0.1, -0.1], [0.0, 0.0, 0.0], [-0.1, 0.0, 0.1], [0.1, 0.0, -0.1], [0.1, 0.0, -0.1], [-0.1, 0.2, -0.1], [0.1, -0.1, 0.1], [0.0, -0.1, 0.1], [-0.2, 0.0, -0.1], [0.0, 0.1, 0.1], [0.1, 0.0, -0.1], [-0.1, 0.1, 0.0], [-0.1, 0.1, 0.0], [0.2, -0.2, 0.0], [-0.1, 0.1, 0.1], [0.0, 0.0, 0.0], [0.0, -0.1, -0.1], [0.1, 0.0, 0.1], [0.0, 0.0, 0.0], [-0.1, 0.0, 0.0]], "fmax_ev_per_a": 1.47, "gap_ha": 0.3295, "multiplicity": 1, "energy_ha": -3277.670840, "e_lumo_ev": -0.92}